(1)
This record from OMol25 describes C25H30N4O2 in the gas phase in a non-equilibrium geometry. The level of theory is the ωB97M-V functional and the def2-TZVPD basis.

SMILES	OCC[C@@H]1CN(Cc2ccc(Oc3ncccn3)cc2)CCN1CCc1ccccc1
gap between HOMO and LUMO	9.385	eV
total charge	0

Atoms and positions in Å:
O1 -0.7813 0.4373 -4.5505
C1 -0.0434 -0.6666 -4.0988
C2 1.0862 -0.2919 -3.1322
C3 0.6397 0.5752 -1.9391
C4 -0.4663 -0.1583 -1.1704
N1 -0.9325 0.6192 -0.0404
C5 -1.8445 -0.1433 0.7940
C6 -1.1206 -1.2571 1.5004
C7 -1.6618 -2.5317 1.5904
C8 -0.9877 -3.5385 2.2564
C9 0.2468 -3.2785 2.8367
O2 0.8946 -4.3540 3.4201
C10 1.5694 -4.2228 4.5569
N2 1.4989 -3.0925 5.2517
C11 2.1606 -3.0506 6.3942
C12 2.9041 -4.1224 6.8615
C13 2.9099 -5.2512 6.0524
N3 2.2516 -5.3090 4.9118
C14 0.8085 -2.0127 2.7378
C15 0.1193 -1.0132 2.0788
C16 -1.5166 1.8393 -0.5530
C17 -0.4207 2.6297 -1.2494
N4 0.1642 1.8974 -2.3646
C18 1.1827 2.7250 -3.0142
C19 0.6784 3.3221 -4.3391
C20 -0.4938 4.2348 -4.1236
C21 -1.7893 3.8022 -4.3781
C22 -2.8687 4.6333 -4.1338
C23 -2.6680 5.9089 -3.6345
C24 -1.3798 6.3528 -3.3873
C25 -0.3020 5.5209 -3.6311
H1 -0.8280 1.0684 -3.8073
H2 0.3844 -1.1449 -4.9865
H3 -0.7132 -1.4005 -3.6243
H4 1.8630 0.2255 -3.6956
H5 1.5229 -1.2121 -2.7398
H6 1.5014 0.6866 -1.2531
H7 -0.0652 -1.1060 -0.8040
H8 -1.3101 -0.3727 -1.8475
H9 -2.2544 0.5432 1.5430
H10 -2.6911 -0.5521 0.2133
H11 -2.6209 -2.7421 1.1395
H12 -1.4017 -4.5318 2.3300
H13 2.0823 -2.1192 6.9405
H14 3.4434 -4.0820 7.7923
H15 3.4589 -6.1451 6.3188
H16 1.7736 -1.8140 3.1749
H17 0.5464 -0.0265 1.9911
H18 -1.9105 2.4300 0.2772
H19 -2.3402 1.6376 -1.2618
H20 -0.8341 3.5617 -1.6400
H21 0.3506 2.8719 -0.4972
H22 2.0785 2.1358 -3.2193
H23 1.4864 3.5422 -2.3465
H24 0.3977 2.5115 -5.0109
H25 1.5033 3.8802 -4.7884
H26 -1.9495 2.8112 -4.7756
H27 -3.8714 4.2850 -4.3356
H28 -3.5105 6.5574 -3.4438
H29 -1.2151 7.3501 -3.0052
H30 0.7022 5.8732 -3.4383

(2)
This record from OMol25 describes C25H30N4O2 in the gas phase. The level of theory is the ωB97M-V functional and the def2-TZVPD basis.

SMILES	CN(Cc1cnccn1)Cc1ccccc1OC[C@@H](O)CN1CCc2ccccc2C1
gap between HOMO and LUMO	8.676	eV
total charge	0

Atoms and positions in Å:
C1 1.1249 3.0973 -3.9804
N1 1.6468 2.2956 -2.8930
C2 2.3188 1.1062 -3.3906
C3 3.2766 0.5296 -2.3913
C4 4.0563 1.3375 -1.5595
N2 4.8871 0.8290 -0.6706
C5 4.9653 -0.4948 -0.6048
C6 4.2338 -1.3014 -1.4596
N3 3.3942 -0.7915 -2.3500
C7 0.5889 1.9630 -1.9402
C8 1.1479 1.4055 -0.6596
C9 1.7045 2.2645 0.2736
C10 2.2685 1.7885 1.4427
C11 2.2723 0.4274 1.6800
C12 1.7086 -0.4469 0.7691
C13 1.1323 0.0251 -0.4044
O1 0.5772 -0.7414 -1.3838
C14 0.4038 -2.1282 -1.2436
C15 -1.0343 -2.5141 -0.8352
O2 -1.2333 -3.8952 -1.0359
C16 -1.3798 -2.1375 0.6138
N4 -1.2503 -0.7204 0.8867
C17 -2.1773 0.1399 0.1774
C18 -3.6424 -0.0994 0.5604
C19 -3.8083 -0.2512 2.0491
C20 -5.0819 -0.2505 2.6067
C21 -5.2623 -0.4096 3.9670
C22 -4.1616 -0.5759 4.7916
C23 -2.8923 -0.5830 4.2458
C24 -2.7035 -0.4231 2.8788
C25 -1.3081 -0.4116 2.3024
H1 0.6795 4.0038 -3.5726
H2 0.3624 2.5713 -4.5760
H3 1.9436 3.3850 -4.6390
H4 2.8997 1.3893 -4.2755
H5 1.6124 0.3143 -3.6885
H6 3.9960 2.4143 -1.6161
H7 5.6384 -0.8996 0.1382
H8 4.3145 -2.3806 -1.4453
H9 -0.1250 1.2458 -2.3749
H10 0.0570 2.8915 -1.7149
H11 1.7036 3.3242 0.0651
H12 2.7051 2.4696 2.1565
H13 2.7177 0.0347 2.5823
H14 1.7252 -1.5016 0.9935
H15 0.5905 -2.5511 -2.2378
H16 1.1242 -2.5711 -0.5492
H17 -1.7301 -2.0323 -1.5279
H18 -0.6625 -4.3852 -0.4321
H19 -2.3862 -2.5352 0.8308
H20 -0.6768 -2.6592 1.2748
H21 -1.8937 1.1668 0.4261
H22 -2.0371 0.0110 -0.8965
H23 -4.0114 -1.0063 0.0700
H24 -4.2556 0.7305 0.2022
H25 -5.9381 -0.1208 1.9594
H26 -6.2582 -0.4044 4.3848
H27 -4.2940 -0.7024 5.8560
H28 -2.0293 -0.7137 4.8838
H29 -0.8743 0.5888 2.4315
H30 -0.6699 -1.1108 2.8488

(3)
This record from OMol25 describes C25H30N4O3 in the gas phase. The level of theory is the ωB97M-V functional and the def2-TZVPD basis.

SMILES	O=C(CCCCn1c(=O)[nH]c2ccccc2c1=O)NC1CCN(Cc2ccccc2)CC1
gap between HOMO and LUMO	9.255	eV
total charge	0

Atoms and positions in Å:
O1 -0.1789 -1.4078 1.9533
C1 0.8378 -1.1749 2.5791
C2 1.4649 -2.1866 3.5205
C3 1.5603 -3.5537 2.8373
C4 2.5868 -3.5643 1.6929
C5 1.9931 -3.9971 0.3511
N1 0.9928 -3.0606 -0.1470
C6 1.4641 -1.8600 -0.6228
O2 2.6427 -1.5648 -0.6291
N2 0.5273 -1.0043 -1.1356
C7 -0.8304 -1.1971 -1.0582
C8 -1.7296 -0.2194 -1.4776
C9 -3.0852 -0.4557 -1.3779
C10 -3.5589 -1.6590 -0.8667
C11 -2.6710 -2.6280 -0.4500
C12 -1.2985 -2.4076 -0.5424
C13 -0.3503 -3.4215 -0.0740
O3 -0.6777 -4.5147 0.3357
N3 1.4826 0.0086 2.4829
C14 1.0259 1.0486 1.5888
C15 0.4507 2.2621 2.3168
C16 -0.1141 3.2184 1.2703
N4 0.9272 3.6456 0.3524
C17 0.4784 4.6872 -0.5678
C18 -0.5910 4.2256 -1.5289
C19 -0.2465 3.6502 -2.7475
C20 -1.2169 3.1230 -3.5818
C21 -2.5501 3.1647 -3.2099
C22 -2.9071 3.7529 -2.0086
C23 -1.9348 4.2792 -1.1760
C24 1.5404 2.5245 -0.3342
C25 2.1369 1.5381 0.6645
H1 2.4484 -1.8529 3.8554
H2 0.8100 -2.2680 4.3916
H3 1.8242 -4.3046 3.5833
H4 0.5717 -3.8048 2.4520
H5 3.0202 -2.5716 1.5617
H6 3.4038 -4.2498 1.9231
H7 2.7917 -4.0550 -0.3934
H8 1.4967 -4.9646 0.4433
H9 0.8830 -0.1221 -1.4804
H10 -1.3635 0.7185 -1.8717
H11 -3.7796 0.3074 -1.6970
H12 -4.6219 -1.8293 -0.7918
H13 -3.0082 -3.5678 -0.0411
H14 2.3256 0.1770 3.0076
H15 0.2224 0.5861 1.0037
H16 -0.3431 1.9551 2.9989
H17 1.2349 2.7616 2.8882
H18 -0.5119 4.1101 1.7618
H19 -0.9444 2.7115 0.7469
H20 0.1071 5.5178 0.0384
H21 1.3574 5.0299 -1.1212
H22 0.7915 3.6209 -3.0488
H23 -0.9318 2.6763 -4.5235
H24 -3.3066 2.7472 -3.8579
H25 -3.9463 3.8016 -1.7175
H26 -2.2232 4.7437 -0.2438
H27 2.3296 2.9175 -0.9809
H28 0.8078 1.9926 -0.9702
H29 2.6008 0.7014 0.1392
H30 2.9037 2.0441 1.2544

(4)
This record from OMol25 describes C25H30N4O3S2 in the gas phase in a non-equilibrium geometry. The level of theory is the ωB97M-V functional and the def2-TZVPD basis.

SMILES	Cc1ccc(C)c(N2CCN(C(=O)Cc3ccc(NC4=N[C@H]5CS(=O)(=O)C[C@H]5S4)cc3)CC2)c1
gap between HOMO and LUMO	8.257	eV
total charge	0

Atoms and positions in Å:
C1 0.8743 -0.9328 1.8976
C2 0.1489 -1.1342 0.6029
C3 0.8316 -1.1864 -0.6027
C4 0.1486 -1.4672 -1.7702
C5 -1.2153 -1.7198 -1.7794
C6 -1.8655 -2.1507 -3.0621
C7 -1.9256 -1.6180 -0.5739
N1 -3.3039 -1.9228 -0.5558
C8 -3.9067 -2.3016 0.7063
C9 -4.5600 -1.0986 1.4292
N2 -4.0807 0.1594 0.8899
C10 -3.5492 1.0841 1.7210
O1 -3.3559 0.8557 2.9001
C11 -3.2059 2.4461 1.1152
C12 -1.8359 2.4050 0.4961
C13 -1.6354 2.5661 -0.8694
C14 -0.3724 2.4489 -1.4167
C15 0.7241 2.1922 -0.6003
N3 1.9736 2.0550 -1.2073
C16 3.1237 1.6341 -0.6606
N4 3.3545 1.3177 0.5388
C17 4.6813 0.8916 0.8380
C18 4.6943 -0.5176 1.4157
S1 6.3249 -1.1331 0.9182
O2 7.3466 -0.4514 1.6589
O3 6.3678 -2.5663 0.8720
C19 6.2006 -0.4069 -0.7475
C20 5.5929 0.9433 -0.4528
S2 4.5192 1.5294 -1.8007
C21 0.5429 2.1011 0.7749
C22 -0.7270 2.1900 1.3066
C23 -4.2656 0.3407 -0.5332
C24 -4.1996 -1.0243 -1.2482
C25 -1.2246 -1.3171 0.5925
H1 1.7524 -0.3090 1.7566
H2 0.2235 -0.4738 2.6372
H3 1.1997 -1.8989 2.2873
H4 1.8995 -1.0253 -0.6265
H5 0.6938 -1.5316 -2.7022
H6 -2.7079 -2.8073 -2.8586
H7 -1.1456 -2.6863 -3.6776
H8 -2.2173 -1.2948 -3.6407
H9 -4.6833 -3.0438 0.4830
H10 -3.1578 -2.7876 1.3291
H11 -4.3291 -1.1009 2.4951
H12 -5.6495 -1.1334 1.3078
H13 -3.9615 2.7572 0.3943
H14 -3.2033 3.1502 1.9502
H15 -2.4669 2.8016 -1.5199
H16 -0.2359 2.5576 -2.4835
H17 1.9925 2.2061 -2.2061
H18 5.1037 1.5773 1.5825
H19 4.5827 -0.5343 2.4936
H20 3.9562 -1.1635 0.9474
H21 7.1760 -0.3513 -1.2188
H22 5.5395 -1.0545 -1.3181
H23 6.3789 1.6872 -0.3143
H24 1.3995 1.9551 1.4087
H25 -0.8707 2.0896 2.3716
H26 -3.4537 0.9578 -0.9136
H27 -5.2270 0.8313 -0.7441
H28 -5.1853 -1.4985 -1.2698
H29 -3.8745 -0.8658 -2.2740
H30 -1.7493 -1.2222 1.5305

(5)
This record from OMol25 describes a molecular structure, C25H30N7O2STc. The level of theory is the ωB97M-V functional and the def2-TZVPD basis.

2S+1	2
<S²>	0.765
gap between HOMO and LUMO (alpha / beta)	6.961 / 8.250	eV
total charge	+1

Atoms and positions in Å:
Tc1 0.0230 -0.3498 0.4369
C1 6.1998 -3.3713 -3.5335
C2 5.3154 -2.5278 -2.6643
C3 5.3884 -2.6076 -1.2733
C4 4.5863 -1.8154 -0.4729
C5 3.6973 -0.9367 -1.0727
C6 3.5977 -0.8390 -2.4503
C7 4.4099 -1.6372 -3.2370
S1 2.7488 0.1319 -0.0522
O1 1.5743 0.5780 -0.8530
O2 3.5549 1.1771 0.4972
N1 2.0218 -0.7973 1.0384
C8 1.9092 -0.3931 2.3789
C9 2.9047 0.0671 3.2331
C10 2.5364 0.4488 4.5111
C11 1.2091 0.3726 4.9069
C12 0.2824 -0.0896 3.9954
N2 0.6293 -0.4734 2.7671
H1 6.6318 -4.1998 -2.9756
H2 7.0198 -2.7717 -3.9330
H3 5.6458 -3.7751 -4.3803
H4 6.0793 -3.3026 -0.8143
H5 4.6393 -1.8903 0.6061
H6 2.8899 -0.1540 -2.8963
H7 4.3360 -1.5709 -4.3150
H8 3.9286 0.1317 2.8965
H9 3.2898 0.8101 5.1981
H10 0.8991 0.6694 5.8979
H11 -0.7700 -0.1610 4.2386
C13 -3.7530 5.3039 -0.2981
C14 -2.8287 5.0748 -1.4893
C15 -3.3158 3.9342 -2.3774
C16 -1.3711 4.8639 -1.0517
N3 -1.1815 3.6071 -0.3369
C17 -0.8555 2.3985 -0.7916
N4 -0.8675 1.5822 0.2437
N5 -1.1801 2.3147 1.3307
N6 -1.3999 3.5170 0.9814
H12 -4.7710 5.4841 -0.6414
H13 -3.4364 6.1641 0.2915
H14 -3.7752 4.4352 0.3610
H15 -2.8063 5.9885 -2.0901
H16 -3.4228 3.0059 -1.8098
H17 -2.6392 3.7541 -3.2155
H18 -4.2960 4.1712 -2.7881
H19 -1.0386 5.6522 -0.3786
H20 -0.7033 4.8387 -1.9123
H21 -0.6179 2.1440 -1.8084
C18 -3.8453 -0.3945 -0.3760
C19 -3.6359 -1.7985 0.1049
C20 -4.6676 -2.7207 0.1766
C21 -4.4306 -4.0103 0.6325
C22 -3.1624 -4.4077 1.0302
C23 -2.0966 -3.5215 0.9868
C24 -0.7192 -3.9042 1.4353
C25 -2.3644 -2.2250 0.5184
N7 -1.3169 -1.3180 0.4978
H22 -4.8857 -0.2374 -0.6525
H23 -3.2216 -0.1837 -1.2478
H24 -3.5803 0.3257 0.4009
H25 -5.6636 -2.4271 -0.1285
H26 -5.2486 -4.7171 0.6787
H27 -2.9947 -5.4180 1.3795
H28 -0.6487 -4.9802 1.5796
H29 -0.4728 -3.4140 2.3794
H30 0.0366 -3.6054 0.7068

(6)
This record from OMol25 describes a molecular structure, C25H31BCl2N9O3Tl. The level of theory is the ωB97M-V functional and the def2-TZVPD basis.

gap between HOMO and LUMO	5.487	eV
total charge	-2

Atoms and positions in Å:
Tl1 -0.2974 0.1241 0.7522
C1 2.1602 -0.6642 3.3783
C2 2.7452 -0.8751 2.0205
C3 4.0787 -1.1262 1.6531
C4 4.0657 -1.2127 0.2751
C5 5.2063 -1.5127 -0.6418
N1 2.7941 -1.0177 -0.1340
N2 1.9949 -0.8303 0.9377
B1 2.1757 -1.0514 -1.5594
N3 1.0665 -2.1047 -1.5931
N4 -0.0232 -1.9703 -0.8044
C6 -0.7247 -3.0824 -0.9274
C7 -1.9824 -3.3051 -0.1526
C8 -0.0938 -3.9544 -1.8342
C9 1.0481 -3.2892 -2.2295
C10 2.1274 -3.7384 -3.1588
N5 1.5263 0.2915 -1.9838
N6 0.2347 0.3424 -2.4166
C11 0.0611 1.5542 -2.9134
C12 -1.2594 1.9667 -3.4809
C13 1.2347 2.3183 -2.7920
C14 2.1428 1.4730 -2.1914
C15 3.5288 1.7520 -1.7288
H1 2.9524 -0.6422 4.1285
H2 1.4492 -1.4536 3.6229
H3 1.6199 0.2833 3.4181
H4 4.9340 -1.2269 2.3020
H5 6.0873 -1.7471 -0.0428
H6 5.4502 -0.6684 -1.2856
H7 4.9926 -2.3657 -1.2870
H8 3.0663 -1.3506 -2.3213
H9 -1.9372 -2.7432 0.7845
H10 -2.0913 -4.3641 0.0858
H11 -2.8617 -3.0082 -0.7323
H12 -0.4161 -4.9378 -2.1376
H13 1.8618 -4.7120 -3.5730
H14 3.0851 -3.8327 -2.6449
H15 2.2683 -3.0361 -3.9806
H16 -1.7445 1.1228 -3.9759
H17 -1.1225 2.7620 -4.2168
H18 -1.9344 2.3426 -2.7098
H19 1.3802 3.3568 -3.0386
H20 3.8220 2.7534 -2.0420
H21 4.2380 1.0315 -2.1424
H22 3.5744 1.7105 -0.6388
N7 -2.5049 -0.0780 -0.5332
C16 -3.2904 1.1050 -0.2201
C17 -2.4191 2.3523 -0.1452
O1 -2.9672 3.4511 -0.3594
N8 -1.1513 2.1410 0.1425
C18 -0.2890 3.2943 0.1929
C19 1.1646 2.9352 0.4825
O2 2.0101 3.8271 0.3680
O3 1.3957 1.7396 0.8577
H23 -2.0835 -0.0434 -1.4584
H24 -3.0089 -0.9448 -0.4163
H25 -3.7479 0.9629 0.7634
H26 -4.0886 1.3195 -0.9375
H27 -0.6063 3.9891 0.9813
H28 -0.3176 3.8662 -0.7393
Cl1 -1.3711 1.6051 3.3599
C20 -1.6387 0.0648 4.1413
C21 -2.1372 0.0919 5.4246
C22 -2.4030 -1.0788 6.1278
C23 -2.1371 -2.2837 5.4764
C24 -1.6381 -2.3041 4.1991
Cl2 -1.3358 -3.8778 3.4746
C25 -1.3593 -1.1369 3.3721
N9 -0.9268 -1.3171 2.1578
H29 -2.3221 1.0577 5.8799
H30 -2.8002 -1.0552 7.1332
H31 -2.3145 -3.2299 5.9742

(7)
This record from OMol25 describes 3 unconnected molecules or ions with the total composition C25H31BrNO4P in a non-equilibrium geometry. The level of theory is the ωB97M-V functional and the def2-TZVPD basis.

SMILES	C[C@@H](Br)Cc1cc2c(cc1[PH2]=N)C(=O)c1ccccc1C2=O.C1CCOC1.C1CCOC1
gap between HOMO and LUMO	8.299	eV
total charge	0

Atoms and positions in Å:
C1 0.9270 2.3803 -2.0630
C2 0.0284 2.7427 -0.9011
Br1 -1.6642 3.3629 -1.6992
C3 -0.3204 1.5938 0.0896
C4 0.2275 0.2312 -0.2754
C5 -0.5850 -0.6838 -0.9322
C6 -0.0736 -1.9342 -1.2608
C7 1.2446 -2.2552 -0.9443
C8 2.0668 -1.3563 -0.2803
C9 1.5426 -0.1168 0.0741
P1 2.6487 0.9126 1.0869
N1 4.1206 0.3588 1.0843
C10 1.7172 -3.6254 -1.2974
O1 2.8155 -3.8568 -1.7158
C11 0.6827 -4.6711 -1.0877
C12 1.0141 -5.9022 -0.5402
C13 -0.0115 -6.8108 -0.3020
C14 -1.3258 -6.5049 -0.6441
C15 -1.6591 -5.2745 -1.2012
C16 -0.6435 -4.3512 -1.4042
C17 -0.9068 -2.9831 -1.9183
O2 -1.7076 -2.7313 -2.7743
H1 1.9252 2.0847 -1.7535
H2 0.5106 1.5565 -2.6316
H3 1.0423 3.2483 -2.7034
H4 0.4075 3.5786 -0.3294
H5 -1.3961 1.5194 0.1802
H6 0.0344 1.8243 1.0950
H7 -1.6009 -0.4427 -1.2043
H8 3.0801 -1.6098 -0.0099
H9 2.0809 0.8712 2.3790
H10 2.5221 2.2560 0.6945
H11 4.7834 1.0516 0.7612
H12 2.0392 -6.1025 -0.2816
H13 0.2451 -7.7525 0.1570
H14 -2.0806 -7.2483 -0.4376
H15 -2.6805 -5.0343 -1.4480
C18 -3.5820 7.6518 -1.0955
C19 -3.2006 8.8207 -1.9997
C20 -1.7587 9.0755 -1.5818
O3 -1.2247 7.8110 -1.1849
C21 -2.2839 6.8574 -1.0578
H16 -4.4231 7.0666 -1.4642
H17 -3.8322 8.0173 -0.0967
H18 -3.2413 8.5126 -3.0469
H19 -3.8359 9.6967 -1.8779
H20 -1.7084 9.7597 -0.7276
H21 -1.1482 9.4842 -2.3878
H22 -2.2215 6.1564 -1.8944
H23 -2.1535 6.2983 -0.1305
C22 0.2020 -3.7625 3.8680
C23 1.6854 -3.4107 3.7918
C24 2.2643 -4.6544 3.1318
O4 1.2377 -5.1696 2.2777
C25 -0.0028 -4.5193 2.5632
H24 -0.4512 -2.8958 3.9584
H25 0.0159 -4.4206 4.7197
H26 1.8312 -2.5401 3.1469
H27 2.1382 -3.1972 4.7585
H28 2.5179 -5.4194 3.8733
H29 3.1529 -4.4422 2.5358
H30 -0.2344 -3.8342 1.7375
H31 -0.7942 -5.2673 2.6219

Going through the records in order, we get energy above the lowest of the compared OMol25 structures with the same formula, charge and spin values of 54.36, 71.07, 0.00, 8.05, 0.00, 3.56, 0.00 kcal/mol.